DFT (ωB97M-V with the def2-TZVPD basis set) results for a cluster of 6 separate species, C2H14O6 in total in a non-equilibrium geometry.

```
22
Properties=species:S:1:pos:R:3:nbo_charge:R:1
C 1.260 1.154 -0.990 -0.7253
C 1.781 2.262 -0.105 0.4530
O 1.183 2.671 0.864 -0.5544
H 0.970 1.474 -1.989 0.2594
H 0.404 0.688 -0.519 0.2120
H 2.104 0.465 -1.052 0.2359
H 2.798 2.621 -0.308 0.1168
O 1.811 -0.695 2.442 -0.9550
H 1.181 -0.990 3.096 0.4759
H 1.328 -0.252 1.745 0.4753
O -2.853 -0.733 0.211 -0.9420
H -3.544 -0.945 0.803 0.4773
H -2.117 -1.260 0.491 0.4645
O 0.109 -3.198 0.028 -0.9245
H 0.511 -2.559 0.592 0.4718
H -0.641 -2.731 -0.335 0.4538
O -1.188 -0.073 -3.498 -0.9308
H -1.893 0.067 -2.853 0.4669
H -1.400 -1.008 -3.656 0.4650
O -0.698 0.717 1.879 -0.9736
H -0.083 1.402 2.152 0.4976
H -1.025 0.923 1.002 0.4803
```

## Properties
LUMO energy, eV: 0.168
Electronic energy, Ha: -536.00795
Structure (SMILES): CC=O.O.O.O.O.O
Strongest force on any atom, Eh/bohr: 0.034
Relative energy (zero: lowest compared OMol25 entry of this formula, charge and spin), kcal per mole: 11.1
Multiplicity: 1